# 1
The following is a quantum chemistry calculation of a 6-piece molecular cluster, C34H64N9O5 overall, from OMol25.

Output
Total charge: +1
Gap between HOMO and LUMO, eV: 4.747
Energy above the lowest of the compared OMol25 structures with the same formula, charge and spin, kJ/mol: 1382.0
LUMO, Ha: -0.113
E, Ha: -2201.97117

XYZ file:
```
112
Properties=species:S:1:pos:R:3:forces:R:3:lowdin_charge:R:1
C 1.1829 -4.4892 1.6750 -1.94 -0.56 0.49 -0.08
C -0.3521 -4.0829 1.1627 0.04 -0.36 0.02 -0.26
C -1.3939 -3.5788 2.3351 0.57 2.54 -0.64 -0.10
C -0.6623 -4.2149 -0.2876 0.16 0.66 0.50 -0.12
C -0.4324 -2.8828 -1.2713 -2.05 -0.42 0.96 -0.20
C -0.7767 -1.5752 -0.3431 -0.31 0.29 -0.95 -0.20
C -1.0669 -0.1898 -1.2133 -0.11 0.38 0.94 -0.31
C -1.9150 0.8011 -0.1663 0.28 -0.71 0.46 -0.09
C 0.3051 0.5522 -1.7334 0.14 -0.40 -0.34 -0.13
C 0.0356 1.9149 -2.6201 0.66 -0.65 -0.77 -0.10
N 0.6249 3.1331 -1.8815 -2.45 0.73 0.41 -0.09
C 2.1122 3.4095 -1.8950 1.06 0.98 1.02 -0.13
C 2.9055 3.0232 -0.5135 2.82 -1.31 3.43 -0.13
C 4.4895 2.5483 -0.6812 -1.47 0.29 3.40 -0.03
C 5.4383 2.1745 0.6056 -3.56 1.20 0.56 -0.06
C 4.8567 2.2419 2.1503 -2.92 1.24 -3.57 -0.06
C 3.2633 2.7105 2.3305 1.90 -0.33 -3.33 -0.06
C 2.3100 3.0964 1.0124 3.71 -1.03 -0.47 -0.03
C -0.2345 3.9952 -1.2384 -2.28 4.04 2.75 -0.16
N 0.2124 5.2288 -0.4753 -5.20 -0.46 0.54 0.08
C -1.0066 5.8986 0.1203 1.32 -5.36 -4.04 0.04
N -2.2033 5.0793 -0.3350 4.17 2.50 1.40 0.02
N -1.7414 4.0078 -1.0891 3.97 -0.63 -0.95 0.07
H 1.9182 -3.8458 1.0257 -1.41 -1.54 1.22 0.08
H 1.3200 -5.6470 1.5711 0.22 2.13 0.03 0.08
H 1.2762 -4.1810 2.8079 -0.16 -0.70 -2.22 0.08
H -0.9227 -2.6509 2.9198 -0.98 -2.03 -0.92 0.09
H -2.4265 -3.1673 1.9020 2.28 -1.18 0.67 0.08
H -1.6120 -4.3970 3.1513 0.74 1.51 -2.11 0.07
H -1.0652 -5.2548 -0.6912 2.56 1.84 0.30 0.10
H 0.6649 -2.8777 -1.7191 -2.15 -0.17 1.23 0.11
H -1.1759 -2.9169 -2.1836 1.41 0.16 1.67 0.10
H 0.0929 -1.3586 0.4397 -2.01 -0.47 -1.54 0.14
H -1.8124 -1.8179 0.1981 2.52 0.53 -1.04 0.11
H -1.7307 -0.3968 -2.1624 1.26 0.19 1.90 0.13
H -1.2216 1.7064 0.0976 -1.59 -1.44 -0.48 0.06
H -2.1218 0.2359 0.8645 0.60 1.16 -2.30 0.09
H -2.9670 1.0899 -0.5919 2.30 -0.32 0.83 0.07
H 0.9074 -0.2026 -2.4311 -1.26 1.57 1.59 0.13
H 1.0104 0.8758 -0.8403 -1.50 -0.85 -1.71 0.12
H -1.0927 2.0808 -2.9180 2.57 -0.16 1.23 0.08
H 0.6349 1.8456 -3.6435 -1.21 0.21 2.21 0.14
H 2.6115 2.8195 -2.7743 -1.21 1.17 1.69 0.14
H 2.2367 4.5826 -2.0425 -0.20 -2.56 0.17 0.15
H 4.9402 2.5081 -1.7738 -0.96 0.04 2.58 0.09
H 6.5650 1.8787 0.4090 -2.67 0.66 0.46 0.09
H 5.5332 1.9964 3.1027 -1.71 0.60 -2.46 0.10
H 2.8255 2.7780 3.4369 0.95 -0.14 -2.82 0.10
H 1.2099 3.4487 1.2094 2.43 -0.80 -0.45 0.07
H -0.9404 6.8656 0.7869 -0.55 -2.32 -1.60 0.15
H -3.2144 5.2698 -0.1334 1.52 -0.63 -0.48 0.18
H -2.3331 3.2705 -1.5528 -0.04 0.69 0.51 0.11
C -0.8117 -5.6242 5.1962 -0.57 -0.50 0.93 -0.34
O -0.9213 -4.4079 5.1080 -0.03 -0.62 0.56 -0.03
N -1.4399 -6.4185 6.1315 0.82 0.80 -1.19 -0.20
C -1.2572 -7.8547 6.1689 -0.06 0.00 -0.01 -0.06
C -2.3108 -5.7990 7.1086 0.04 0.33 -0.10 -0.05
H -0.1737 -6.1958 4.5024 -0.05 -0.14 0.06 0.13
H -2.2287 -8.3386 6.0339 0.12 -0.13 0.05 0.09
H -0.8403 -8.1330 7.1411 -0.01 -0.18 -0.15 0.09
H -0.5780 -8.1866 5.3789 -0.03 0.12 0.19 0.07
H -3.1166 -5.2752 6.5856 0.01 0.02 0.23 0.09
H -1.7349 -5.0707 7.6874 -0.23 -0.01 0.04 0.09
H -2.7348 -6.5507 7.7798 0.15 0.08 -0.20 0.09
C 3.0861 -8.0424 5.0957 -0.19 0.54 0.54 -0.32
O 2.0223 -8.6385 5.2073 0.56 0.65 0.10 0.00
N 3.4448 -6.9083 5.7924 -0.17 -1.19 -0.86 -0.20
C 4.7263 -6.2611 5.6020 -0.17 0.01 0.11 -0.06
C 2.5117 -6.3444 6.7455 -0.24 -0.23 -0.03 -0.04
H 3.8674 -8.3865 4.3984 0.04 0.10 0.06 0.13
H 5.2624 -6.2506 6.5554 0.14 0.10 -0.15 0.09
H 4.5575 -5.2346 5.2643 0.22 -0.02 0.02 0.09
H 5.3282 -6.7895 4.8576 -0.17 0.03 0.12 0.09
H 2.2869 -7.0945 7.5097 -0.10 0.19 0.01 0.10
H 1.5855 -6.0834 6.2250 0.05 0.05 0.26 0.07
H 2.9330 -5.4526 7.2174 -0.01 -0.19 -0.16 0.09
C -3.1701 1.8554 -3.8013 -1.81 -0.37 -2.06 -0.28
O -3.1991 1.9987 -2.5856 -0.27 0.49 0.26 -0.07
N -4.2679 1.6490 -4.6091 2.02 0.30 1.46 -0.18
C -4.1487 1.4884 -6.0435 -0.03 -0.01 -0.13 -0.06
C -5.5832 1.5906 -4.0061 -0.03 0.03 0.41 -0.03
H -2.2208 1.8826 -4.3609 -0.22 -0.04 -0.20 0.13
H -4.7249 2.2764 -6.5368 0.21 -0.16 -0.12 0.09
H -4.5491 0.5100 -6.3243 0.06 0.10 -0.11 0.10
H -3.1049 1.5539 -6.3623 -0.25 0.07 0.05 0.08
H -5.7789 2.5338 -3.4873 -0.16 -0.16 -0.01 0.10
H -5.6040 0.7761 -3.2759 -0.18 0.13 -0.05 0.10
H -6.3500 1.4228 -4.7672 0.27 0.04 0.10 0.10
C 6.0218 5.9018 3.9370 -0.23 0.47 0.51 -0.33
O 6.8225 6.0769 4.8468 -0.90 0.01 -0.66 0.01
N 4.7790 6.4904 3.8406 1.05 -0.68 -0.16 -0.21
C 3.8883 6.2303 2.7286 0.14 0.15 0.19 -0.08
C 4.3483 7.3980 4.8836 0.30 -0.02 0.20 -0.05
H 6.2488 5.2307 3.0926 -0.14 0.03 -0.07 0.12
H 3.6760 7.1735 2.2174 -0.13 -0.12 -0.12 0.09
H 2.9577 5.8033 3.1133 -0.05 -0.02 -0.23 0.08
H 4.3378 5.5305 2.0188 -0.04 0.08 0.17 0.07
H 5.0577 8.2287 4.9476 -0.18 -0.02 0.16 0.09
H 4.3428 6.8652 5.8391 -0.04 0.23 0.00 0.09
H 3.3476 7.7838 4.6711 0.19 -0.13 -0.05 0.09
C -3.0827 2.5399 -9.9031 -0.87 -0.12 -0.39 -0.31
O -3.1117 2.6831 -8.6874 -0.28 -0.14 -0.58 -0.01
N -4.1805 2.3335 -10.7109 1.40 0.23 0.82 -0.21
C -4.0613 2.1729 -12.1453 -0.14 0.00 0.06 -0.06
C -5.4958 2.2750 -10.1079 0.09 0.07 0.30 -0.05
H -2.1334 2.5671 -10.4627 -0.12 -0.02 -0.07 0.13
H -4.6375 2.9609 -12.6386 0.10 -0.14 -0.15 0.09
H -4.4617 1.1945 -12.4261 0.07 0.11 -0.18 0.09
H -3.0175 2.2384 -12.4641 -0.17 0.00 0.14 0.09
H -5.6915 3.2183 -9.5891 -0.16 -0.15 0.00 0.09
H -5.5166 1.4605 -9.3777 -0.19 0.10 -0.03 0.09
H -6.2626 2.1072 -10.8690 0.24 0.03 0.10 0.09
```
Positions in Å, forces in eV/Å.

***

# 2
The following is a quantum chemistry calculation of a 13-piece molecular cluster, C34H65Cl24NO3 overall, from OMol25.

Output
Total charge: 0
Gap between HOMO and LUMO, eV: 8.735
LUMO, Ha: 0.008
E, Ha: -12659.51326

XYZ file:
```
127
Properties=species:S:1:pos:R:3:forces:R:3:lowdin_charge:R:1
C 5.4248 -3.5732 4.4215 0.96 -0.21 0.26 0.18
C 5.5912 -4.0050 3.3143 -1.20 0.13 -0.14 -0.08
C 5.4170 -4.4935 1.9387 0.75 -0.32 -0.30 -0.39
C 4.9194 -3.3974 0.9740 0.20 0.30 0.17 -0.10
C 4.6125 -2.0334 1.5955 0.35 0.29 -0.93 -0.26
N 4.2402 -1.0699 0.5322 -0.36 -0.23 0.64 0.02
C 4.6011 -5.7897 1.8870 -0.27 -0.09 -0.47 -0.10
C 3.0735 -5.6802 1.7646 0.14 -0.06 0.70 -0.20
C 2.3654 -4.5943 2.5784 -0.66 -0.11 -0.75 -0.24
O 1.9367 -3.5446 1.6984 0.13 0.06 0.05 -0.23
C 0.6071 -3.1678 1.9823 0.04 0.27 0.18 -0.12
O 6.7706 -4.8607 1.4302 -0.17 0.19 0.18 -0.02
C 7.7665 -4.9087 2.3437 0.70 0.08 0.15 -0.37
O 8.6942 -4.1575 2.3348 0.02 0.03 -0.27 0.11
H 5.5716 -3.2624 5.4279 -0.33 0.14 0.06 0.05
H 4.0733 -3.7368 0.3823 -0.23 -0.10 0.17 0.08
H 5.7322 -3.2018 0.2770 0.15 -0.22 -0.08 0.13
H 3.8243 -2.0975 2.3333 -0.08 0.09 0.15 0.10
H 5.5245 -1.6459 2.0434 0.03 -0.14 0.39 0.11
H 4.5217 -1.4393 -0.3656 -0.04 0.07 -0.15 0.04
H 3.2290 -1.0120 0.5237 -0.04 0.04 -0.28 0.02
H 4.9568 -6.3112 0.9976 0.07 -0.01 -0.10 0.12
H 4.8739 -6.4340 2.7206 0.05 0.12 0.23 0.12
H 2.7440 -5.5880 0.7326 0.26 0.27 0.21 0.01
H 2.6815 -6.6458 2.1051 0.13 0.12 -0.26 0.04
H 1.4596 -5.0203 2.9906 -0.06 -0.12 0.18 0.02
H 2.9339 -4.2100 3.4233 0.21 0.16 -0.04 0.11
H -0.1019 -3.9670 1.7465 0.00 -0.20 0.11 0.10
H 0.5137 -2.8900 3.0342 -0.21 -0.03 0.09 0.06
H 0.3393 -2.2985 1.3898 0.22 -0.02 -0.02 0.01
H 7.7528 -5.7282 3.0744 -0.51 -0.13 -0.01 0.15
Cl 0.1413 -4.5432 5.5861 -0.09 -0.02 0.05 0.58
C -0.2653 -6.2516 5.9081 0.29 0.00 0.11 -0.70
C 0.9572 -7.1286 5.8326 -0.06 -0.06 0.08 -0.61
Cl 1.5789 -7.2113 4.1609 -0.02 -0.41 0.42 0.66
H -1.0139 -6.5558 5.1881 0.04 0.03 -0.12 0.01
H -0.7001 -6.3005 6.9032 0.03 0.02 0.04 0.04
H 0.7088 -8.1424 6.1422 -0.05 -0.01 -0.06 0.08
H 1.7561 -6.7593 6.4703 0.03 0.06 -0.07 0.07
Cl -2.9762 -0.2990 -1.1291 -0.02 0.02 -0.01 0.55
C -1.6896 -1.0533 -2.1179 0.04 0.00 -0.06 -0.64
C -0.6510 -1.7369 -1.2704 -0.05 -0.17 -0.11 -0.64
Cl 0.3134 -0.5595 -0.3370 0.12 0.04 -0.17 0.59
H -1.2411 -0.2738 -2.7260 -0.03 0.03 0.04 -0.01
H -2.1763 -1.7781 -2.7685 0.00 -0.03 0.05 0.08
H 0.0534 -2.2925 -1.8971 -0.42 0.31 0.07 -0.02
H -1.1029 -2.4356 -0.5689 0.00 0.05 0.08 0.07
Cl 2.1422 -3.1985 -1.7628 0.42 -0.21 -0.01 0.66
C 2.9412 -4.5418 -2.6191 0.09 0.01 -0.09 -0.62
C 2.0462 -5.7469 -2.7596 0.02 -0.05 -0.06 -0.63
Cl 1.7211 -6.5182 -1.1844 -0.19 -0.12 -0.36 0.62
H 3.8506 -4.7864 -2.0744 -0.03 0.00 0.06 0.07
H 3.2180 -4.1733 -3.6054 -0.04 0.00 -0.02 0.08
H 2.5356 -6.4903 -3.3864 0.04 -0.01 0.03 0.07
H 1.0909 -5.4902 -3.2098 -0.02 0.05 0.06 0.07
Cl -0.1730 2.6485 -1.3340 0.04 0.14 0.03 0.56
C -0.1399 3.5059 -2.9010 -0.14 0.04 0.25 -0.72
C -0.7930 2.6707 -3.9644 -0.12 0.08 -0.08 -0.68
Cl 0.1765 1.2124 -4.3046 0.05 -0.08 -0.18 0.58
H 0.8895 3.7366 -3.1451 -0.02 -0.36 0.20 -0.03
H -0.6812 4.4412 -2.7756 0.06 -0.10 -0.01 0.00
H -0.8879 3.2305 -4.8935 0.15 0.00 0.01 0.05
H -1.7839 2.3509 -3.6500 0.01 -0.06 0.01 0.06
Cl -2.6302 5.4423 -4.1485 -0.15 -0.03 0.05 0.58
C -3.0434 6.3635 -2.6800 -0.07 0.01 0.09 -0.62
C -2.6632 7.8146 -2.8168 -0.07 0.10 0.03 -0.65
Cl -0.8941 8.0352 -2.8600 0.00 -0.01 -0.04 0.55
H -2.5422 5.8970 -1.8355 0.08 -0.01 -0.01 0.07
H -4.1186 6.2740 -2.5362 -0.01 0.03 -0.05 0.08
H -3.0355 8.3735 -1.9602 0.03 -0.03 0.04 0.07
H -3.0775 8.2495 -3.7230 0.05 -0.03 -0.05 0.06
Cl -3.3837 -6.7934 6.2184 -0.33 -0.08 0.03 0.60
C -4.5653 -5.8689 7.1854 -0.14 0.04 0.02 -0.63
C -3.8885 -4.8764 8.0925 -0.03 0.09 -0.01 -0.67
Cl -2.9629 -5.6794 9.3906 0.05 -0.01 -0.02 0.54
H -5.1688 -6.5801 7.7433 0.07 -0.05 0.02 0.07
H -5.2103 -5.3421 6.4846 0.06 0.04 -0.03 0.08
H -4.6356 -4.2481 8.5732 -0.02 -0.02 0.02 0.06
H -3.2049 -4.2361 7.5426 0.04 0.00 0.00 0.02
Cl -1.4009 -0.1480 3.7095 0.05 -0.03 -0.05 0.59
C -1.8347 0.7663 2.2376 -0.07 0.01 -0.13 -0.66
C -1.1761 2.1197 2.1923 0.05 -0.11 -0.10 -0.67
Cl -1.8169 3.2320 3.4391 0.01 0.03 0.06 0.53
H -2.9181 0.8481 2.2025 -0.01 0.01 0.08 0.07
H -1.5030 0.1743 1.3853 0.01 0.09 0.11 -0.02
H -1.3666 2.5840 1.2267 -0.05 -0.01 0.00 0.03
H -0.1003 2.0433 2.3326 -0.12 -0.05 0.05 -0.01
Cl 1.6264 5.5500 -4.3037 0.19 0.33 -0.26 0.63
C 1.9661 6.8448 -5.4824 0.09 0.10 -0.02 -0.63
C 0.9474 6.8777 -6.5900 -0.01 0.04 0.02 -0.69
Cl 1.0679 5.4570 -7.6629 0.13 -0.24 0.29 0.52
H 2.9723 6.6966 -5.8658 -0.01 -0.09 0.00 0.07
H 1.9387 7.7848 -4.9338 -0.07 0.00 0.01 0.07
H 1.1117 7.7562 -7.2093 0.04 0.01 -0.01 0.05
H -0.0658 6.9175 -6.1988 0.01 -0.06 0.00 0.01
Cl -2.7409 7.0409 -6.8954 -0.13 0.09 -0.09 0.55
C -3.1683 7.3432 -8.6011 -0.15 0.04 -0.06 -0.64
C -2.1650 6.7226 -9.5330 -0.01 -0.10 -0.14 -0.64
Cl -0.5864 7.5421 -9.4475 -0.18 0.28 -0.29 0.57
H -3.2462 8.4167 -8.7514 0.08 0.02 0.05 0.07
H -4.1507 6.9017 -8.7653 0.01 -0.04 -0.01 0.05
H -2.5105 6.8019 -10.5620 -0.04 0.06 0.01 0.07
H -2.0110 5.6711 -9.3004 0.09 0.02 0.06 0.07
Cl -1.5876 -1.9090 7.2897 0.03 -0.01 -0.04 0.55
C -2.3264 -0.3029 7.0637 -0.07 0.09 -0.03 -0.68
C -3.4486 -0.0540 8.0367 0.08 0.11 0.07 -0.65
Cl -4.8622 -1.0962 7.7143 -0.03 -0.04 0.02 0.54
H -2.6677 -0.2335 6.0339 -0.01 -0.05 0.07 0.01
H -1.5393 0.4335 7.2161 0.00 0.00 0.03 0.08
H -3.7882 0.9762 7.9484 -0.02 -0.01 -0.06 0.07
H -3.1324 -0.2290 9.0616 -0.03 -0.08 0.01 0.07
Cl 2.6530 2.3024 5.1416 0.00 -0.03 0.00 0.54
C 3.0883 3.6636 4.0775 0.05 0.09 0.04 -0.66
C 2.1550 3.7815 2.9014 -0.07 0.07 -0.07 -0.65
Cl 2.3418 2.4234 1.7603 0.13 -0.01 -0.02 0.57
H 4.1170 3.5236 3.7561 -0.01 -0.08 -0.02 0.07
H 3.0319 4.5692 4.6793 -0.05 0.00 0.00 0.07
H 2.3730 4.6928 2.3469 0.06 -0.01 0.00 0.08
H 1.1159 3.8142 3.2226 -0.01 -0.05 0.03 0.04
Cl -7.5311 6.9995 -8.4894 0.03 0.01 -0.02 0.54
C -7.8889 5.2898 -8.8459 -0.08 -0.06 0.06 -0.66
C -6.6642 4.5298 -9.2845 0.01 -0.09 0.04 -0.66
Cl -6.0804 5.0616 -10.8838 0.06 0.04 0.02 0.53
H -8.6670 5.2626 -9.6040 0.04 0.05 -0.05 0.07
H -8.2817 4.8505 -7.9307 0.05 0.00 0.02 0.07
H -6.9015 3.4709 -9.3694 -0.04 0.01 -0.03 0.07
H -5.8493 4.6449 -8.5740 0.01 0.06 -0.01 0.06
```
Positions in Å, forces in eV/Å.

***

Which of these has the lowest gap between HOMO and LUMO?
C34H64N9O5

***

Among the records above, which one has the lowest E?
C34H65Cl24NO3